{"formula": "C30H30N2O4P2S2W", "method": "ωB97M-V with the def2-TZVPD basis set", "multiplicity": 2, "max_force_ev_per_a": 0.4, "mol_weight_g_mol": 792.50, "charge": 3, "de_lowest_ev": 0.140, "gap_ev": [6.610, 6.846], "total_energy_ha": -3117.06146, "elements": ["W", "N", "C", "C", "C", "C", "C", "C", "P", "C", "C", "C", "C", "C", "C", "C", "C", "C", "C", "C", "C", "H", "H", "H", "H", "H", "H", "H", "H", "H", "H", "H", "H", "H", "H", "H", "H", "C", "C", "O", "P", "S", "S", "O", "C", "C", "H", "H", "H", "H", "H", "H", "H", "H", "H", "H", "O", "C", "N", "C", "O", "C", "C", "C", "C", "C", "C", "H", "H", "H", "H"], "positions_angstrom": [[-0.35, -0.45, 0.68], [-1.63, -0.08, -1.15], [-2.43, -1.16, -1.76], [-3.41, -0.88, -2.68], [-4.12, -1.94, -3.23], [-3.85, -3.25, -2.87], [-2.84, -3.53, -1.95], [-2.13, -2.46, -1.40], [-0.79, -2.64, -0.25], [-0.57, -4.25, 0.45], [-1.16, -4.61, 1.67], [-1.02, -5.91, 2.12], [-0.30, -6.83, 1.38], [0.29, -6.47, 0.17], [0.16, -5.18, -0.30], [0.72, -2.00, -0.99], [1.89, -2.08, -0.20], [3.11, -1.66, -0.72], [3.18, -1.20, -2.02], [2.03, -1.15, -2.83], [0.82, -1.54, -2.33], [-2.29, 0.65, -0.81], [-1.09, 0.38, -1.88], [-3.65, 0.14, -2.97], [-4.91, -1.74, -3.95], [-4.41, -4.07, -3.30], [-2.62, -4.55, -1.66], [-1.72, -3.89, 2.25], [-1.47, -6.20, 3.06], [-0.19, -7.85, 1.74], [0.85, -7.20, -0.40], [0.63, -4.90, -1.24], [1.85, -2.53, 0.79], [4.01, -1.73, -0.11], [4.13, -0.90, -2.43], [2.12, -0.82, -3.86], [-0.06, -1.53, -2.96], [4.70, 3.94, 0.54], [3.84, 3.44, 1.65], [2.99, 2.31, 1.11], [1.55, 1.91, 1.39], [1.35, 0.08, 2.27], [0.61, 1.51, -0.37], [0.88, 3.04, 2.20], [-0.13, 3.05, 3.28], [0.55, 3.01, 4.62], [5.32, 4.74, 0.93], [4.10, 4.34, -0.28], [5.36, 3.16, 0.16], [3.15, 4.18, 2.04], [4.40, 2.98, 2.46], [-0.80, 2.21, 3.10], [-0.67, 3.98, 3.10], [1.10, 2.09, 4.77], [-0.22, 3.08, 5.39], [1.22, 3.86, 4.74], [-0.99, -1.49, 2.68], [-2.00, -0.76, 2.65], [-2.07, -0.01, 1.50], [-3.29, 0.75, 1.47], [-3.62, 1.40, 0.53], [-3.93, 0.46, 2.79], [-5.10, 0.95, 3.31], [-5.47, 0.50, 4.58], [-4.69, -0.41, 5.29], [-3.50, -0.91, 4.76], [-3.14, -0.46, 3.50], [-5.72, 1.66, 2.76], [-6.38, 0.87, 5.03], [-5.01, -0.73, 6.27], [-2.89, -1.62, 5.31]]}

---

{"formula": "C5H7NO6", "method": "ωB97M-V with the def2-TZVPD basis set", "max_force_ev_per_a": 4.4, "mol_weight_g_mol": 177.11, "charge": -2, "de_lowest_ev": 0.000, "gap_ev": 7.922, "total_energy_ha": -700.95446, "elements": ["C", "C", "C", "C", "C", "N", "O", "O", "O", "O", "O", "O", "H", "H", "H", "H", "H", "H", "H"], "positions_angstrom": [[2.07, 0.74, -0.12], [-2.31, -0.19, 0.64], [-1.33, -0.84, -0.33], [0.60, 0.62, -0.43], [-2.02, 1.37, 0.44], [0.08, -0.46, 0.00], [2.43, 0.89, 1.08], [5.01, 0.51, 0.59], [2.80, 0.64, -1.15], [0.14, 1.51, -1.32], [-1.71, 2.01, 1.44], [-2.26, 1.79, -0.71], [-3.24, -0.41, 0.26], [-2.04, -0.39, 1.61], [-1.43, -1.98, -0.36], [-1.78, -0.60, -1.31], [4.79, 0.06, -0.18], [4.16, 0.79, 0.82], [-0.79, 1.44, -1.39]]}

---

{"formula": "C53H43BaN5O4P2", "method": "ωB97M-V with the def2-TZVPD basis set", "max_force_ev_per_a": 8.1, "mol_weight_g_mol": 1013.23, "charge": 0, "de_lowest_ev": 17.556, "gap_ev": [4.408, 4.830], "total_energy_ha": -3327.65089, "elements": ["Ba", "O", "C", "O", "C", "C", "C", "N", "C", "C", "C", "C", "C", "C", "C", "N", "C", "C", "C", "C", "C", "N", "H", "H", "H", "H", "H", "H", "H", "H", "H", "H", "O", "C", "C", "C", "C", "C", "C", "P", "C", "C", "C", "C", "C", "C", "C", "C", "C", "C", "C", "C", "C", "C", "C", "C", "C", "C", "P", "C", "C", "C", "C", "C", "C", "C", "C", "C", "C", "C", "C", "H", "H", "H", "H", "H", "H", "H", "H", "H", "H", "H", "H", "H", "H", "H", "H", "H", "H", "H", "H", "H", "H", "H", "H", "H", "H", "H", "H", "N", "C", "N", "O", "H", "H", "H", "H", "H"], "positions_angstrom": [[-0.27, 0.02, 0.11], [6.94, -1.38, 6.76], [7.09, -1.28, 5.60], [8.05, -1.20, 4.90], [5.71, -1.07, 4.74], [5.89, -0.83, 3.31], [4.76, -0.48, 2.57], [3.64, -0.24, 3.26], [3.44, -0.33, 4.52], [4.40, -0.95, 5.34], [2.33, 0.35, 5.37], [1.72, -0.54, 6.32], [0.82, -0.15, 7.19], [0.80, 1.35, 7.35], [1.43, 2.14, 6.52], [2.19, 1.65, 5.48], [4.96, -0.53, 1.01], [6.33, 0.00, 0.80], [7.04, -0.12, -0.38], [6.24, -0.44, -1.46], [4.90, -0.86, -1.30], [4.36, -1.04, -0.09], [6.92, -1.08, 3.02], [4.33, -1.12, 6.38], [1.60, -1.62, 6.00], [0.15, -0.94, 7.46], [0.24, 1.50, 8.23], [1.20, 3.24, 6.85], [6.82, 0.38, 1.69], [8.12, 0.11, -0.50], [6.64, -0.18, -2.48], [4.30, -1.19, -2.14], [-2.42, 0.53, -1.72], [-3.60, -0.27, -1.54], [-4.86, 0.34, -1.70], [-5.91, -0.43, -2.18], [-5.78, -1.83, -2.16], [-4.62, -2.36, -1.68], [-3.46, -1.64, -1.43], [-2.11, -2.88, -1.09], [-2.95, -4.04, -0.09], [-2.03, -5.03, 0.11], [-2.17, -6.24, 0.88], [-3.36, -6.28, 1.81], [-4.27, -5.22, 1.62], [-4.06, -4.15, 0.58], [0.54, -2.57, -2.72], [0.75, -3.82, -3.49], [-0.36, -3.99, -4.44], [-1.44, -3.10, -4.58], [-1.08, -1.75, -4.23], [0.09, -1.49, -3.45], [-2.70, 1.51, -2.74], [-3.43, 1.08, -3.81], [-3.66, 1.94, -4.85], [-3.24, 3.26, -4.78], [-2.57, 3.68, -3.67], [-2.28, 2.81, -2.61], [-1.14, 3.30, -1.31], [-0.04, 4.74, -1.64], [1.05, 4.57, -0.76], [2.27, 5.13, -1.02], [2.41, 5.89, -2.18], [1.35, 6.15, -3.04], [0.11, 5.61, -2.76], [-2.25, 3.87, -0.02], [-1.65, 4.71, 0.90], [-2.15, 4.90, 2.16], [-3.40, 4.32, 2.49], [-4.00, 3.47, 1.58], [-3.39, 3.19, 0.36], [-4.89, 1.41, -1.65], [-6.83, -0.01, -2.56], [-6.51, -2.50, -2.55], [-4.52, -3.41, -1.65], [-1.07, -4.92, -0.41], [-1.58, -7.19, 0.74], [-3.86, -7.25, 2.14], [-5.19, -5.22, 2.20], [-4.87, -3.42, 0.74], [1.04, -4.84, -3.09], [-0.41, -4.99, -4.91], [-2.24, -3.49, -5.14], [-1.53, -0.77, -4.01], [-0.04, -0.69, -2.71], [-3.73, 0.06, -3.91], [-4.22, 1.58, -5.71], [-3.50, 3.98, -5.54], [-2.28, 4.72, -3.49], [0.97, 3.85, 0.04], [3.13, 4.95, -0.39], [3.37, 6.31, -2.45], [1.47, 6.80, -3.91], [-0.65, 5.79, -3.51], [-0.71, 5.17, 0.64], [-1.66, 5.57, 2.87], [-3.85, 4.58, 3.42], [-4.92, 2.94, 1.77], [-3.83, 2.46, -0.32], [1.64, -4.51, -0.49], [1.16, -3.12, -0.39], [1.30, -2.15, -1.56], [0.52, -2.71, 0.62], [0.80, -4.98, -0.72], [1.90, -4.57, 0.49], [1.58, -2.93, -3.62], [-0.83, 0.76, -4.34], [3.52, 1.65, 0.16]]}

---

{"formula": "C26H26BrIrN8O2P", "method": "ωB97M-V with the def2-TZVPD basis set", "max_force_ev_per_a": 0.1, "mol_weight_g_mol": 785.64, "charge": 3, "de_lowest_ev": 1.184, "gap_ev": 5.638, "total_energy_ha": -4613.71398, "elements": ["Ir", "C", "N", "C", "C", "N", "C", "P", "C", "N", "C", "C", "N", "C", "C", "N", "C", "C", "N", "C", "H", "H", "H", "H", "H", "H", "H", "H", "H", "H", "H", "H", "H", "H", "H", "C", "O", "C", "C", "C", "Br", "C", "C", "C", "O", "C", "N", "C", "C", "C", "C", "C", "C", "N", "H", "H", "H", "H", "H", "H", "H", "H", "H", "H", "H"], "positions_angstrom": [[-1.05, -0.54, 0.40], [0.95, -2.66, 5.06], [0.22, -2.57, 3.78], [-0.50, -3.58, 3.22], [-1.03, -3.10, 2.06], [-0.62, -1.80, 1.93], [0.14, -1.50, 2.98], [0.90, 0.14, 3.24], [-0.61, 1.09, 2.86], [-1.38, 0.89, 1.79], [-2.35, 1.85, 1.78], [-2.16, 2.64, 2.88], [-1.07, 2.15, 3.54], [-0.51, 2.75, 4.76], [1.57, 0.27, 1.55], [0.87, 0.04, 0.43], [1.69, 0.27, -0.64], [2.91, 0.65, -0.16], [2.82, 0.64, 1.20], [3.91, 1.02, 2.11], [0.93, -3.69, 5.39], [0.48, -2.03, 5.80], [1.99, -2.36, 4.91], [-0.59, -4.55, 3.68], [-1.66, -3.60, 1.34], [-3.08, 1.94, 1.00], [-2.71, 3.50, 3.23], [-1.33, 3.10, 5.38], [0.13, 3.58, 4.50], [0.05, 2.00, 5.31], [1.37, 0.16, -1.66], [3.82, 0.91, -0.67], [4.85, 0.66, 1.69], [3.76, 0.55, 3.08], [3.95, 2.10, 2.21], [-4.32, -1.09, 0.71], [-3.09, -1.15, -0.09], [-2.93, -0.27, -1.15], [-3.78, 0.74, -1.51], [-3.34, 1.60, -2.53], [-4.45, 2.99, -3.06], [-2.11, 1.43, -3.16], [-1.26, 0.38, -2.85], [-1.67, -0.46, -1.79], [-0.94, -1.63, -1.42], [-0.02, 0.23, -3.58], [0.61, 1.29, -4.03], [1.75, 0.80, -4.64], [2.78, 1.49, -5.30], [3.79, 0.74, -5.84], [3.80, -0.67, -5.74], [2.81, -1.37, -5.09], [1.79, -0.60, -4.53], [0.66, -0.94, -3.82], [-5.15, -1.34, 0.05], [-4.43, -0.10, 1.14], [-4.20, -1.84, 1.48], [-4.75, 0.89, -1.05], [-1.80, 2.11, -3.95], [-1.48, -2.44, -1.50], [2.75, 2.57, -5.39], [4.59, 1.23, -6.37], [4.62, -1.21, -6.20], [2.83, -2.45, -5.03], [0.29, -1.88, -3.74]]}

---

{"formula": "C19H22O6", "method": "ωB97M-V with the def2-TZVPD basis set", "max_force_ev_per_a": 5.5, "mol_weight_g_mol": 346.38, "smiles": "C=C1C[C@]23C[C@@]1(O)CC[C@H]2[C@@]12CC=C[C@@](CO)(C(=O)O1)[C@H]2[C@@H]3C(=O)O", "charge": 0, "de_lowest_ev": 0.714, "gap_ev": 9.659, "total_energy_ha": -1188.63763, "elements": ["C", "C", "C", "C", "C", "C", "O", "C", "C", "C", "C", "C", "C", "C", "C", "C", "O", "C", "O", "O", "C", "C", "C", "O", "O", "H", "H", "H", "H", "H", "H", "H", "H", "H", "H", "H", "H", "H", "H", "H", "H", "H", "H", "H", "H", "H", "H"], "positions_angstrom": [[-3.54, -2.42, 1.64], [-2.50, -1.93, 0.84], [-2.24, -0.48, 0.57], [-0.84, -0.53, -0.11], [-1.03, -1.82, -0.88], [-1.48, -2.78, 0.20], [-2.01, -3.95, -0.44], [-0.40, -3.14, 1.23], [0.73, -2.08, 1.25], [0.25, -0.64, 0.97], [1.41, 0.25, 0.48], [2.20, 0.84, 1.66], [2.87, 2.13, 1.25], [2.71, 2.69, -0.02], [1.87, 1.96, -1.05], [1.56, 2.85, -2.21], [0.83, 4.04, -1.78], [2.58, 0.65, -1.41], [3.24, 0.52, -2.44], [2.29, -0.33, -0.51], [0.69, 1.34, -0.29], [-0.43, 0.62, -1.07], [-1.55, 1.59, -1.43], [-2.46, 1.26, -2.14], [-1.43, 2.86, -0.99], [-4.22, -1.71, 2.13], [-3.59, -3.49, 1.89], [-2.29, 0.17, 1.45], [-3.00, -0.20, -0.14], [-1.82, -1.73, -1.62], [-0.15, -2.13, -1.42], [-2.35, -4.54, 0.24], [-0.80, -3.23, 2.24], [0.00, -4.16, 1.00], [1.45, -2.36, 0.47], [1.19, -2.06, 2.21], [-0.15, -0.21, 1.91], [2.98, 0.11, 1.96], [1.53, 1.04, 2.48], [3.49, 2.61, 2.02], [3.11, 3.67, -0.22], [0.97, 2.35, -2.97], [2.47, 3.16, -2.72], [-0.06, 3.75, -1.47], [0.26, 2.01, 0.47], [-0.04, 0.22, -2.00], [-2.29, 3.23, -1.26]]}